1.
2 unconnected molecules or ions with the total composition C2H6ClFN2O2S in a non-equilibrium geometry. Source: OMol25; level of theory: ωB97M-V/def2-TZVPD.

Computed properties:
HOMO energy (spin up / spin down) in eV: -7.713 / -7.713
Energy above the lowest of the compared OMol25 structures with the same formula, charge and spin in kcal per mole: 55.7
Lowest unoccupied orbital energy (spin up / spin down) in eV: -0.16 / -0.16
Gap between HOMO and LUMO (spin up / spin down) in eV: 7.55 / 7.55

Last column: Löwdin charge in e.
Element x y z (Å)
C1 0.148 1.671 -1.329  0.018
C2 0.743 -0.810 -0.619  -0.905
N1 0.359 2.242 -0.184  0.075
N2 -1.699 -1.207 0.757  -0.103
O1 0.126 0.517 1.543  -0.373
O2 0.437 -1.902 2.030  -0.368
F1 -0.017 -1.559 -1.378  -0.122
S1 -0.023 -0.867 1.105  0.612
Cl1 2.249 -1.658 -0.414  0.610
H1 -0.629 0.814 -1.402  0.100
H2 0.709 1.859 -2.232  0.096
H3 1.214 2.817 -0.328  0.141
H4 0.042 1.782 0.744  0.077
H5 -2.004 -1.807 1.666  0.134
H6 -1.656 -1.894 0.040  0.010

***

2.
A molecular structure, C37H42BIrN2O2P2Si2 in a non-equilibrium geometry. Source: OMol25; level of theory: ωB97M-V/def2-TZVPD.

Computed properties:
HOMO energy (spin up / spin down) in eV: -6.994 / -8.225
2S+1: 5
Lowest unoccupied orbital energy (spin up / spin down) in eV: 0.62 / -1.25
Gap between HOMO and LUMO (spin up / spin down) in eV: 7.61 / 6.98

Last column: Löwdin charge in e.
Element x y z (Å)
Ir1 -1.159 0.037 0.082  1.241
C1 0.139 4.088 -2.452  -0.170
Si1 -0.777 2.480 -2.290  0.295
C2 -0.898 1.674 -3.958  -0.175
C3 -2.482 2.850 -1.644  -0.183
N1 0.011 1.346 -1.229  -0.356
P1 1.144 1.418 -0.077  0.633
C4 0.929 0.050 0.958  -0.434
P2 1.092 -1.525 0.247  0.642
N2 -0.122 -1.730 -0.801  -0.347
Si2 -1.327 -2.963 -1.073  0.288
C5 -2.231 -3.460 0.489  -0.165
C6 -0.543 -4.479 -1.809  -0.178
C7 -2.520 -2.246 -2.305  -0.183
C8 1.050 -2.749 1.593  -0.297
C9 0.540 -2.402 2.846  -0.083
C10 0.391 -3.373 3.829  -0.074
C11 0.749 -4.689 3.570  -0.083
C12 1.267 -5.041 2.329  -0.079
C13 1.418 -4.076 1.345  -0.093
C14 2.657 -1.849 -0.590  -0.303
C15 3.834 -1.980 0.150  -0.082
C16 5.046 -2.159 -0.499  -0.078
C17 5.087 -2.204 -1.889  -0.082
C18 3.920 -2.067 -2.628  -0.078
C19 2.704 -1.887 -1.979  -0.082
C20 2.802 1.613 -0.786  -0.306
C21 3.000 1.647 -2.162  -0.086
C22 4.284 1.780 -2.680  -0.075
C23 5.371 1.867 -1.823  -0.082
C24 5.182 1.810 -0.446  -0.076
C25 3.903 1.679 0.071  -0.086
C26 0.944 2.911 0.956  -0.276
C27 -0.007 2.920 1.984  -0.082
C28 -0.257 4.082 2.701  -0.073
C29 0.443 5.246 2.410  -0.084
C30 1.397 5.247 1.402  -0.081
C31 1.645 4.087 0.678  -0.096
H1 -0.303 4.663 -3.275  0.039
H2 1.204 3.957 -2.665  0.023
H3 0.041 4.679 -1.535  0.025
H4 -1.675 2.159 -4.561  0.035
H5 -1.158 0.616 -3.845  0.021
H6 0.046 1.739 -4.511  0.027
H7 -3.005 3.602 -2.250  0.038
H8 -2.406 3.229 -0.616  0.033
H9 -3.096 1.940 -1.624  0.019
H10 -1.918 -4.453 0.833  0.032
H11 -3.315 -3.476 0.329  0.037
H12 -2.027 -2.755 1.301  0.008
H13 0.036 -5.024 -1.056  0.014
H14 0.121 -4.225 -2.643  0.030
H15 -1.321 -5.155 -2.185  0.036
H16 -2.871 -1.262 -1.968  0.005
H17 -3.402 -2.888 -2.431  0.038
H18 -2.039 -2.123 -3.284  0.031
H19 0.264 -1.371 3.033  0.091
H20 -0.005 -3.101 4.801  0.105
H21 0.629 -5.445 4.338  0.103
H22 1.555 -6.068 2.132  0.105
H23 1.836 -4.345 0.380  0.105
H24 3.796 -1.939 1.234  0.115
H25 5.959 -2.263 0.075  0.104
H26 6.034 -2.342 -2.398  0.103
H27 3.958 -2.097 -3.711  0.105
H28 1.783 -1.770 -2.538  0.100
H29 2.147 1.543 -2.823  0.091
H30 4.437 1.804 -3.753  0.106
H31 6.371 1.967 -2.228  0.103
H32 6.036 1.861 0.220  0.105
H33 3.748 1.624 1.144  0.116
H34 -0.539 2.012 2.233  0.074
H35 -0.995 4.074 3.496  0.106
H36 0.248 6.152 2.972  0.103
H37 1.948 6.152 1.176  0.104
H38 2.389 4.098 -0.111  0.104
O1 -4.270 0.030 0.457  0.101
B1 -3.018 0.236 1.049  -0.679
O2 -3.179 0.578 2.397  0.101
C32 -4.538 0.578 2.623  -0.212
C33 -5.212 0.848 3.789  0.005
C34 -6.605 0.773 3.738  -0.091
C35 -7.269 0.440 2.560  -0.090
C36 -6.567 0.170 1.383  0.007
C37 -5.197 0.248 1.455  -0.209
H39 -4.683 1.101 4.699  0.120
H40 -7.179 0.977 4.633  0.099
H41 -8.351 0.392 2.555  0.099
H42 -7.069 -0.095 0.459  0.121

***

3.
A molecular structure, C30H24AuBF3N8Sb in a non-equilibrium geometry. Source: OMol25; level of theory: ωB97M-V/def2-TZVPD.

Computed properties:
HOMO energy (spin up / spin down) in eV: -11.639 / -11.636
Charge: +1
2S+1: 2
Lowest unoccupied orbital energy (spin up / spin down) in eV: -2.90 / -5.74
Gap between HOMO and LUMO (spin up / spin down) in eV: 8.74 / 5.90

Last column: Löwdin charge in e.
Element x y z (Å)
Au1 1.287 -1.028 -1.008  0.782
C1 5.627 -0.984 -1.084  -0.022
C2 4.416 -1.500 -1.533  -0.115
N1 3.415 -0.883 -0.915  -0.100
N2 3.935 0.025 -0.074  0.021
C3 5.273 -0.021 -0.163  -0.036
B1 3.112 0.967 0.853  -0.614
N3 2.212 0.078 1.768  0.019
C4 2.145 0.060 3.110  -0.041
C5 1.257 -0.925 3.493  -0.031
C6 0.814 -1.483 2.300  -0.153
N4 1.398 -0.863 1.287  -0.062
N5 2.211 1.870 -0.044  0.035
C7 2.069 3.203 -0.166  -0.042
C8 1.133 3.473 -1.141  -0.029
C9 0.730 2.220 -1.589  -0.149
N6 1.386 1.286 -0.921  -0.061
N7 4.091 1.696 1.764  -0.020
C10 4.386 2.988 2.054  -0.072
C11 5.348 3.016 3.033  -0.045
C12 5.610 1.663 3.298  -0.133
N8 4.858 0.902 2.538  0.037
H1 6.616 -1.264 -1.380  0.105
H2 4.236 -2.267 -2.261  0.113
H3 5.899 0.612 0.432  0.123
H4 2.724 0.721 3.720  0.123
H5 0.980 -1.200 4.488  0.101
H6 0.124 -2.288 2.128  0.107
H7 2.611 3.909 0.421  0.097
H8 0.805 4.434 -1.474  0.103
H9 0.020 1.959 -2.350  0.099
H10 3.931 3.824 1.573  0.088
H11 5.788 3.880 3.489  0.097
H12 6.298 1.233 3.997  0.109
F1 -5.026 0.350 -5.756  0.091
C13 -4.209 0.105 -4.727  -0.264
C14 -2.840 0.088 -4.941  0.006
C15 -1.999 -0.174 -3.871  -0.125
C16 -2.533 -0.409 -2.613  -0.373
C17 -3.908 -0.381 -2.418  -0.113
C18 -4.759 -0.124 -3.475  0.018
Sb1 -1.324 -0.898 -0.907  1.510
C19 -2.176 0.520 0.443  -0.363
C20 -2.613 1.733 -0.072  -0.124
C21 -3.238 2.659 0.741  0.015
C22 -3.414 2.351 2.080  -0.263
F2 -4.044 3.226 2.870  0.091
C23 -2.955 1.162 2.625  0.014
C24 -2.322 0.250 1.798  -0.125
C25 -2.342 -2.700 -0.380  -0.376
C26 -3.478 -2.718 0.418  -0.114
C27 -4.176 -3.898 0.599  0.013
C28 -3.721 -5.047 -0.028  -0.264
F3 -4.407 -6.183 0.128  0.092
C29 -2.578 -5.053 -0.811  0.009
C30 -1.889 -3.867 -0.979  -0.132
H13 -2.451 0.276 -5.930  0.126
H14 -0.928 -0.194 -4.032  0.096
H15 -4.318 -0.560 -1.434  0.103
H16 -5.828 -0.102 -3.339  0.128
H17 -2.478 1.955 -1.122  0.098
H18 -3.599 3.597 0.350  0.127
H19 -3.109 0.960 3.674  0.128
H20 -1.949 -0.673 2.221  0.094
H21 -3.826 -1.815 0.904  0.096
H22 -5.067 -3.933 1.208  0.128
H23 -2.248 -5.965 -1.281  0.127
H24 -0.994 -3.852 -1.588  0.092

***

- Which formula does entry 3 have?
  C30H24AuBF3N8Sb